No. 1
A 12-piece molecular cluster, C34H72O34S10 overall, computed with ωB97M-V/def2-TZVPD.

CARTESIAN COORDINATES (ANGSTROEM)
O -6.79903 -2.70250 3.01194
S -6.33186 -1.85861 1.92744
O -5.87961 -0.50025 2.27262
C -5.21702 -2.88987 0.91888
C -5.35094 -2.29282 -0.49025
C -6.78871 -1.99458 -0.90149
C -7.50933 -1.77564 0.42762
H -5.71429 -3.85661 0.99779
H -4.18616 -2.89097 1.27307
H -4.68924 -1.44724 -0.30247
H -4.84842 -2.93123 -1.21689
H -7.30206 -2.86889 -1.30168
H -6.86238 -1.14629 -1.58199
H -8.21662 -2.59923 0.52540
H -7.96421 -0.78597 0.38604
O 0.86503 2.38667 3.01320
S 0.75572 3.85399 2.92866
O 0.66532 4.57647 1.62309
C -0.76537 4.29399 4.00402
C -0.20711 5.14654 5.00763
C 1.21762 4.63959 5.45225
C 2.04858 4.52688 4.14730
H -1.09579 3.32109 4.36784
H -1.33746 4.86373 3.27176
H -0.03549 6.15622 4.63456
H -0.92155 5.08402 5.82846
H 1.03943 3.67983 5.93723
H 1.62846 5.23647 6.26653
H 2.85793 3.80681 4.02680
H 2.22512 5.53340 3.76802
O -3.65197 -6.03648 -3.94636
S -2.89495 -5.72126 -2.75059
O -3.30161 -6.20026 -1.44953
C -1.14860 -6.33997 -3.00983
C -0.20851 -5.10853 -3.04618
C -0.99581 -3.98585 -3.69337
C -2.33952 -3.96190 -2.93031
H -1.13527 -6.96434 -3.90317
H -0.83097 -6.85374 -2.10250
H 0.07740 -4.94296 -2.00747
H 0.75361 -5.24722 -3.53934
H -1.11892 -4.20623 -4.75374
H -0.44342 -3.04804 -3.63427
H -3.23083 -3.44857 -3.29110
H -2.27142 -3.63260 -1.89347
O 7.54971 -3.12625 -1.54104
S 6.18568 -3.52847 -1.54258
O 5.87743 -4.94802 -1.60188
C 5.26203 -2.71043 -0.11418
C 3.88168 -2.21078 -0.67361
C 3.83019 -2.21211 -2.17941
C 5.26641 -2.49093 -2.79444
H 5.99556 -1.96692 0.19762
H 5.04824 -3.32631 0.75937
H 3.09435 -2.91151 -0.39576
H 3.55225 -1.23890 -0.30618
H 3.51746 -1.21927 -2.50280
H 3.00168 -2.79400 -2.58322
H 5.70566 -1.49345 -2.78080
H 5.32187 -2.83825 -3.82614
O 3.23563 6.26445 1.51418
S 4.31482 5.62605 0.73437
O 5.71147 5.89965 1.11086
C 4.01501 3.76827 0.49605
C 3.68638 3.49279 -1.03159
C 3.16229 4.86749 -1.55214
C 4.16061 5.98523 -1.06344
H 3.33902 3.33500 1.23322
H 4.98143 3.37136 0.80685
H 4.66148 3.25728 -1.45797
H 2.89900 2.75102 -1.16547
H 2.14722 4.93072 -1.16003
H 3.25653 4.84881 -2.63790
H 4.01305 7.06213 -1.14481
H 5.13693 5.69331 -1.45033
O -3.24034 -0.16835 -1.51104
S -1.79273 -0.44056 -1.44144
O -1.06449 -1.25505 -2.46515
O -0.87988 0.89341 -1.07154
C -0.06996 0.68840 0.06468
C -0.04840 -0.81913 0.39823
O -1.40821 -1.04503 0.06422
H 0.92933 1.07231 -0.14057
H -0.35346 1.23318 0.96520
H 0.26199 -1.08091 1.40977
H 0.57657 -1.42467 -0.25814
O 0.59308 -3.58525 2.52730
S -0.13443 -4.44876 1.66172
O 0.31575 -4.31173 0.28117
O -0.17742 -6.00967 2.11940
C -1.24765 -6.66213 1.73748
C -2.28922 -5.59754 2.05729
O -1.76227 -4.35633 1.81493
H -0.98325 -6.74188 0.68304
H -1.30475 -7.64541 2.20437
H -2.55858 -5.67335 3.11076
H -3.23895 -5.83581 1.57838
O 2.42784 -1.11014 -5.38365
S 2.59950 0.34846 -5.58303
O 3.71384 0.87215 -6.43122
O 1.17188 1.13714 -5.96461
C 0.39203 1.62182 -4.87947
C 1.42225 1.57326 -3.69719
O 2.67015 1.23438 -4.18665
H -0.10795 2.57060 -5.07423
H -0.33694 0.82101 -4.75539
H 1.04376 0.76181 -3.07558
H 1.39908 2.50342 -3.12941
O -1.98593 -0.48234 3.28307
S -2.20891 0.03761 4.65645
O -3.56779 0.23859 5.10026
O -1.47400 -1.11518 5.63121
C -0.78433 -0.54422 6.70707
C -0.27320 0.68951 6.05861
O -1.16621 1.19522 5.05264
H -1.56706 -0.36194 7.44342
H 0.07489 -1.14228 7.01067
H 0.62329 0.29647 5.57912
H 0.17279 1.40362 6.75089
O 2.70922 -0.01264 1.50952
S 3.31147 0.16737 2.82474
O 2.63172 -0.33732 3.96284
O 4.88704 -0.40455 2.77254
C 5.76832 0.65682 2.83382
C 5.08012 1.91261 3.42655
O 3.67030 1.81020 3.03754
H 6.58212 0.23066 3.42052
H 6.29099 0.91380 1.91248
H 5.63402 2.79953 3.11885
H 4.90539 1.92092 4.50243
O -2.29492 4.72394 0.69768
C -1.95340 4.01742 -0.41112
C -1.58268 4.77356 -1.66375
O -0.51957 5.62596 -1.38956
H -1.68099 5.38483 1.02616
H -1.12805 3.32139 -0.26137
H -2.88450 3.45292 -0.46107
H -2.44207 5.25422 -2.13121
H -1.25855 4.15901 -2.50362
H -0.60882 6.25075 -0.66619
O -5.91810 0.32182 -4.34828
C -4.85878 0.92575 -4.98069
C -3.76157 -0.10305 -5.37421
O -2.87446 -0.10126 -4.28194
H -5.71521 0.01989 -3.45987
H -5.15840 1.37073 -5.92954
H -4.71831 1.68782 -4.21413
H -3.26079 0.23080 -6.28299
H -4.14435 -1.06912 -5.70327
H -3.41972 -0.24450 -3.50492

Its SMILES is O=S1(=O)CCCC1.O=S1(=O)CCCC1.O=S1(=O)CCCC1.O=S1(=O)CCCC1.O=S1(=O)CCCC1.O=S1(=O)OCCO1.O=S1(=O)OCCO1.O=S1(=O)OCCO1.O=S1(=O)OCCO1.O=S1(=O)OCCO1.OCCO.OCCO. Its orbital gap is 9.848 eV. For the max |F|, the calculation gives 8.6 eV/Å. The calculation puts the molecular weight at 1345.59 Da. The net charge is 0.

Atom charges from the Löwdin analysis, given in e for atoms 1 to 8: -0.346, 0.723, -0.333, -0.217, -0.233, -0.193, -0.195, 0.103


No. 2
A 4-piece molecular cluster, C34H73BN3O3S2 overall, computed with ωB97M-V/def2-TZVPD.

CARTESIAN COORDINATES (ANGSTROEM)
C 0.47810 -5.83980 -2.75018
C -0.88703 -5.83591 -3.43413
C -1.48718 -4.42666 -3.52687
O -1.49166 -3.88049 -4.85506
C -0.25522 -3.64247 -5.38537
N 0.40380 -2.49118 -4.71970
C -0.28343 -1.49518 -4.07310
C 0.63038 -0.60348 -3.56220
C 0.42961 0.64140 -2.76580
C -0.34832 0.46423 -1.45545
C -1.71717 -0.19331 -1.55568
S -2.76450 0.63107 -2.76318
C -4.38217 0.04333 -2.36153
S -4.77048 -0.52585 -0.89144
N -5.26804 0.19449 -3.45122
C -6.16273 -0.96569 -3.62982
C -6.30244 -1.33340 -5.11719
C -6.03494 1.44334 -3.22930
C -6.76011 1.89623 -4.48934
N 1.87093 -1.09003 -3.94464
B 3.20105 -0.42911 -3.62682
O 3.94912 -1.04420 -2.68527
O 3.49518 0.73671 -4.26101
C 4.48246 0.49739 -5.29097
C 1.70323 -2.22597 -4.62751
H 0.96337 -6.80503 -2.87764
H 1.14885 -5.10149 -3.19125
H 0.39672 -5.64472 -1.68487
H -0.80886 -6.24035 -4.44108
H -1.57125 -6.44367 -2.85059
H -0.94644 -3.76330 -2.84595
H -2.52352 -4.41418 -3.20930
H 0.42829 -4.49175 -5.33804
H -0.38927 -3.38437 -6.43234
H -1.35539 -1.48259 -4.02816
H 1.41696 1.01670 -2.48661
H -0.02592 1.41222 -3.38309
H 0.22932 -0.11008 -0.73267
H -0.48699 1.45628 -1.03018
H -1.64309 -1.25755 -1.77164
H -2.20636 -0.12281 -0.58817
H -7.13961 -0.78059 -3.18339
H -5.75924 -1.83214 -3.11920
H -7.31875 -1.61736 -5.37091
H -5.61611 -2.14556 -5.34170
H -6.01041 -0.50414 -5.75247
H -6.73270 1.31422 -2.39763
H -5.33807 2.22631 -2.93400
H -6.11979 1.75244 -5.35203
H -7.67643 1.32356 -4.62208
H -7.05437 2.93661 -4.39203
H 4.88482 -1.13090 -2.89524
H 4.16563 -0.29218 -5.97561
H 4.62411 1.40915 -5.85343
H 5.42283 0.18865 -4.83530
H 2.48962 -2.82342 -5.04928
C 2.53597 6.39664 0.72144
C 2.77495 5.78632 -0.65698
C 1.92790 4.54343 -0.92365
C 2.19466 3.37244 0.02358
C 3.64082 2.88027 0.05125
C 4.10766 2.33653 -1.29375
H 2.80119 5.70511 1.52296
H 3.13816 7.29555 0.85433
H 1.48785 6.67502 0.84665
H 3.83669 5.55397 -0.77643
H 2.53983 6.53300 -1.41914
H 2.08494 4.22216 -1.95859
H 0.86935 4.81269 -0.85214
H 1.54130 2.53710 -0.25963
H 1.89855 3.64990 1.03865
H 3.72279 2.08709 0.79948
H 4.30933 3.67847 0.38133
H 3.47212 1.51128 -1.62118
H 5.13198 1.96556 -1.22654
H 4.08563 3.10426 -2.06856
C 1.65618 1.27897 3.38984
C 0.83263 1.62655 4.62516
C 0.66909 3.12964 4.84223
C 1.97463 3.89155 5.07728
C 2.80404 3.39621 6.26096
C 2.08796 3.52900 7.60195
H 2.67590 1.66097 3.46346
H 1.72016 0.19587 3.26153
H 1.19897 1.69808 2.48952
H 1.28333 1.16135 5.50566
H -0.16036 1.18060 4.51890
H -0.00678 3.29302 5.68549
H 0.16773 3.56230 3.96987
H 1.73593 4.94867 5.22827
H 2.59024 3.85085 4.17293
H 3.73077 3.97422 6.29784
H 3.10165 2.35532 6.10591
H 1.81763 4.56855 7.79657
H 2.72981 3.19315 8.41695
H 1.17691 2.92976 7.63559
C -2.49790 -3.79314 6.65447
C -1.26293 -4.43731 6.03073
C -0.01739 -3.55489 6.09766
C -0.12682 -2.22890 5.34363
C -0.45332 -2.35291 3.85631
C 0.61417 -3.09843 3.05969
H -2.78201 -2.87625 6.13570
H -3.35106 -4.47093 6.61003
H -2.32013 -3.54826 7.70319
H -1.47711 -4.71228 4.99393
H -1.05059 -5.37203 6.55524
H 0.83844 -4.12120 5.71906
H 0.20896 -3.33835 7.14576
H 0.81840 -1.68677 5.45312
H -0.88681 -1.60196 5.81769
H -0.56085 -1.34544 3.44261
H -1.42128 -2.84265 3.72058
H 1.58324 -2.60204 3.14857
H 0.35184 -3.13343 1.99983
H 0.72863 -4.12763 3.40196

Its orbital gap is 8.267 eV. For the max |F|, the calculation gives 1.2 eV/Å. The calculation puts the molecular weight at 646.92 Da. The net charge is +1.

Atom charges from the Löwdin analysis, given in e for atoms 1 to 8: -0.098, -0.207, -0.181, -0.090, -0.154, 0.019, 0.038, -0.121